[1]
84
Properties=species:S:1:pos:R:3:lowdin_spin:R:1 method="wB97M-V/def2-TZVPD" e_homo_ev="-6.779 / -8.749" relative_energy_kcal_mol=21.61 spin_multiplicity=3 s_squared=2.015
Pt -0.256 -1.443 0.128 1.228
O -1.378 -2.007 2.739 -0.004
N -0.114 -1.997 2.219 0.054
C 0.738 -1.537 3.053 0.050
C 2.179 -1.453 2.879 0.005
C 2.921 -1.407 4.068 0.007
C 4.297 -1.337 4.068 0.001
C 4.982 -1.246 2.863 0.010
C 4.269 -1.247 1.679 0.007
C 2.879 -1.389 1.659 0.026
P 2.084 -1.418 0.028 0.126
C 2.671 -2.909 -0.831 0.011
C 2.046 -3.269 -2.025 0.006
C 2.476 -4.381 -2.730 -0.001
C 3.525 -5.150 -2.248 0.005
C 4.136 -4.809 -1.050 0.000
C 3.712 -3.698 -0.338 0.007
C 2.801 0.004 -0.840 0.017
C 3.130 1.155 -0.122 0.014
C 3.607 2.277 -0.779 -0.001
C 3.732 2.273 -2.161 0.015
C 3.372 1.143 -2.882 -0.001
C 2.911 0.011 -2.229 0.015
H -1.797 -2.753 2.221 0.001
H 0.353 -1.238 4.026 0.004
H 2.392 -1.452 5.013 0.000
H 4.843 -1.335 5.002 0.000
H 6.061 -1.174 2.848 0.001
H 4.795 -1.137 0.739 0.001
H 1.201 -2.703 -2.391 0.000
H 1.969 -4.649 -3.647 0.000
H 3.856 -6.023 -2.796 0.000
H 4.944 -5.416 -0.662 0.000
H 4.188 -3.458 0.601 0.001
H 3.012 1.170 0.955 0.000
H 3.880 3.158 -0.212 0.000
H 4.107 3.150 -2.674 0.001
H 3.449 1.144 -3.962 0.000
H 2.623 -0.861 -2.799 0.001
O -1.726 -0.095 -3.994 0.005
As -1.415 -1.465 -2.840 0.004
O -1.303 -2.724 -3.845 0.004
O -0.039 -0.905 -2.047 0.109
C -2.786 -1.001 -1.539 0.028
C -3.575 0.119 -1.732 -0.005
C -4.463 0.508 -0.739 0.031
C -4.535 -0.190 0.460 -0.005
C -3.724 -1.289 0.677 0.029
C -2.835 -1.690 -0.318 0.000
S -2.250 -3.402 -0.350 0.010
O -2.223 -3.845 1.045 0.000
O -3.222 -4.060 -1.167 0.009
O -0.882 -3.354 -0.927 0.086
H -1.638 -0.507 -4.863 0.000
H -3.504 0.658 -2.668 -0.001
H -5.126 1.345 -0.918 0.002
H -5.244 0.104 1.222 -0.001
H -3.795 -1.853 1.595 0.001
C -1.994 4.967 -0.402 0.000
N -1.815 3.536 -0.598 0.002
N -1.571 2.722 0.498 0.005
C -0.752 1.669 0.101 0.007
O -0.390 0.766 0.888 0.072
C -0.456 1.896 -1.272 0.000
C -1.111 3.023 -1.652 0.000
C -1.150 3.671 -2.988 0.000
C -2.426 2.750 1.625 0.000
C -2.009 2.180 2.825 0.001
C -2.870 2.161 3.910 0.000
C -4.129 2.735 3.825 0.000
C -4.536 3.313 2.632 0.000
C -3.697 3.313 1.530 0.000
H -2.205 5.164 0.644 0.000
H -2.828 5.331 -1.002 0.000
H -1.090 5.511 -0.685 0.000
H 0.111 1.223 -1.892 0.000
H -0.968 2.911 -3.745 0.000
H -0.378 4.439 -3.077 0.000
H -2.119 4.133 -3.170 0.000
H -1.027 1.741 2.891 0.000
H -2.548 1.699 4.834 0.000
H -4.791 2.730 4.681 0.000
H -5.521 3.755 2.549 0.000
H -4.045 3.717 0.590 0.000



[2]
85
Properties=species:S:1:pos:R:3:mulliken_charge:R:1 method="wB97M-V/def2-TZVPD" e_homo_ev=-3.584 relative_energy_kcal_mol=0.00 total_charge=-2
Rb 0.155 0.690 0.599 0.794
O -2.630 2.895 -1.442 -0.542
C -3.004 1.534 -1.608 -0.349
C -3.716 0.977 -0.386 -1.050
N -2.801 0.585 0.697 1.091
C -3.314 1.027 1.991 -0.810
C -2.374 0.838 3.199 0.424
O -2.962 0.692 4.303 -0.922
O -1.140 0.878 3.018 -0.645
C -2.638 -0.874 0.711 -0.985
C -2.125 -1.468 -0.624 0.937
O -2.909 -2.208 -1.246 -0.824
O -0.931 -1.196 -0.946 -0.640
H -1.875 2.961 -0.835 0.299
H -2.143 0.908 -1.861 0.111
H -3.692 1.511 -2.457 0.405
H -4.339 0.122 -0.683 0.432
H -4.383 1.763 -0.023 0.485
H -4.265 0.530 2.236 0.339
H -3.510 2.101 1.935 0.411
H -3.597 -1.360 0.945 0.354
H -1.924 -1.133 1.500 -0.057
O 1.933 2.173 -1.416 -0.360
C 2.164 3.302 -1.797 -0.491
C 1.446 4.524 -1.471 0.697
C 1.923 5.690 -2.049 -0.132
C 1.309 6.907 -1.819 -0.333
C 0.167 6.978 -0.986 -0.340
C -0.325 5.854 -0.408 -0.681
C 0.275 4.547 -0.606 -0.092
O -0.202 3.533 -0.066 -0.440
N 1.824 8.091 -2.430 0.977
O 2.818 8.009 -3.150 -0.678
O 1.264 9.161 -2.204 -0.676
H 3.022 3.476 -2.486 0.230
H 2.790 5.656 -2.697 0.432
H -0.299 7.941 -0.831 0.462
H -1.203 5.884 0.223 0.401
N -0.861 -0.226 5.867 -0.650
C -0.240 -1.240 5.186 0.683
C -0.970 -2.130 4.386 -0.256
C -0.304 -3.146 3.734 -0.387
N 1.014 -3.369 3.816 -0.372
C 1.699 -2.519 4.581 -0.303
C 1.141 -1.465 5.275 -0.775
H -1.696 0.149 5.379 0.395
H -0.229 0.522 6.114 0.233
H -2.037 -1.989 4.269 0.352
H -0.853 -3.824 3.087 0.386
H 2.773 -2.685 4.634 0.306
H 1.762 -0.803 5.866 0.279
C 5.983 -4.806 1.579 -0.438
C 5.880 -4.235 0.319 -0.759
C 4.679 -3.672 -0.099 -0.388
C 3.568 -3.669 0.738 0.050
C 3.680 -4.240 2.008 -0.393
C 4.877 -4.809 2.421 -0.850
As 1.842 -2.842 0.258 0.477
C 2.271 -2.342 -1.589 0.062
C 2.622 -1.020 -1.840 -0.503
C 2.893 -0.591 -3.132 -0.667
C 2.822 -1.486 -4.189 -0.382
C 2.477 -2.809 -3.949 -0.705
C 2.200 -3.234 -2.656 0.000
C 0.841 -4.488 -0.125 0.607
C 1.233 -5.753 0.303 -0.232
C 0.431 -6.859 0.045 -0.647
C -0.765 -6.711 -0.643 -0.441
C -1.153 -5.451 -1.081 -0.692
C -0.357 -4.344 -0.825 -0.344
H 6.918 -5.244 1.905 0.345
H 6.737 -4.228 -0.346 0.385
H 4.612 -3.232 -1.087 0.376
H 2.812 -4.251 2.660 0.943
H 4.946 -5.253 3.407 0.425
H 2.670 -0.292 -1.039 0.436
H 3.125 0.453 -3.303 0.335
H 3.013 -1.148 -5.201 0.363
H 2.404 -3.512 -4.771 0.359
H 1.911 -4.263 -2.480 0.420
H 2.162 -5.888 0.842 0.346
H 0.745 -7.838 0.390 0.360
H -1.392 -7.574 -0.836 0.325
H -2.081 -5.306 -1.620 0.454
H -0.658 -3.371 -1.197 0.252



[3]
85
Properties=species:S:1:pos:R:3:mulliken_charge:R:1 method="wB97M-V/def2-TZVPD" e_homo_ev=-7.176 relative_energy_kcal_mol=16.89
Bi 0.608 0.401 1.061 1.798
C 1.202 -3.155 -1.116 -1.040
N 0.501 -1.985 -1.650 1.008
C -0.677 -2.402 -2.398 -1.567
C 1.357 -1.076 -2.334 -0.178
C 1.250 -0.912 -3.713 -0.027
C 2.098 -0.059 -4.410 -0.927
C 3.092 0.620 -3.725 -1.191
C 3.205 0.469 -2.350 0.418
C 2.338 -0.346 -1.617 -1.135
N 2.385 -0.384 -0.202 0.961
C 3.577 -0.662 0.466 0.617
C 4.798 -0.938 -0.189 -0.987
C 5.975 -1.163 0.510 -0.933
C 5.991 -1.144 1.899 -1.008
C 4.790 -0.962 2.565 -0.747
C 3.603 -0.746 1.879 -0.258
N 2.337 -0.743 2.615 1.454
C 1.897 -2.152 2.789 -1.009
C 2.413 -0.109 3.952 -1.267
H 1.495 -3.845 -1.919 0.333
H 0.540 -3.695 -0.434 0.306
H 2.098 -2.852 -0.580 0.178
H -0.435 -3.089 -3.224 0.370
H -1.189 -1.535 -2.813 0.514
H -1.360 -2.915 -1.725 0.306
H 0.501 -1.475 -4.261 0.420
H 1.998 0.046 -5.484 0.432
H 3.773 1.280 -4.253 0.416
H 3.961 1.033 -1.810 0.590
H 4.811 -0.974 -1.270 0.496
H 6.890 -1.352 -0.042 0.404
H 6.911 -1.292 2.453 0.407
H 4.779 -1.002 3.651 0.289
H 2.674 -2.731 3.296 0.329
H 1.706 -2.605 1.812 0.105
H 0.988 -2.178 3.378 0.434
H 2.969 -0.737 4.655 0.418
H 1.399 0.016 4.338 0.233
H 2.883 0.862 3.884 0.431
N -3.371 1.538 -2.010 -0.104
C -4.319 0.508 -2.230 -0.163
C -5.050 0.467 -3.408 -0.685
C -5.997 -0.531 -3.613 -0.581
C -6.191 -1.511 -2.653 -0.675
C -5.428 -1.492 -1.490 -0.538
C -4.512 -0.476 -1.272 0.657
S -3.553 -0.427 0.209 -0.060
N -2.228 0.517 -0.235 0.167
C -2.284 1.375 -1.170 -0.145
C -1.148 2.339 -1.413 0.295
C -1.421 3.543 -2.044 -0.523
C -0.383 4.404 -2.365 -0.920
C 0.905 4.019 -2.080 -1.201
C 1.097 2.826 -1.405 -0.431
N 0.103 2.012 -1.031 0.844
H -3.239 2.154 -2.787 0.195
H -4.881 1.228 -4.168 0.373
H -6.572 -0.541 -4.533 0.378
H -6.930 -2.290 -2.805 0.386
H -5.549 -2.270 -0.737 0.438
H -2.444 3.837 -2.245 0.714
H -0.589 5.359 -2.836 0.444
H 1.757 4.641 -2.334 0.489
H 2.088 2.528 -1.109 0.513
S -1.000 2.427 2.241 -0.503
C 0.048 3.798 2.095 0.593
C -0.595 5.097 2.192 -0.252
N -1.133 6.113 2.271 -0.521
C 1.374 3.736 1.831 0.646
S 2.310 2.267 1.657 -0.425
C 2.131 4.948 1.619 -0.197
N 2.741 5.906 1.412 -0.544
N -4.391 -0.531 4.591 -0.446
C -3.507 -1.346 3.944 0.639
C -2.360 -0.819 3.321 -0.194
N -1.483 -1.597 2.713 0.313
C -1.716 -2.918 2.712 -0.298
C -2.846 -3.425 3.316 -0.461
N -3.747 -2.651 3.930 -0.657
H -4.353 0.463 4.461 0.212
H -5.246 -0.941 4.921 0.248
H -2.176 0.256 3.322 -0.132
H -0.992 -3.560 2.222 0.344
H -3.050 -4.491 3.307 0.378



[4]
89
Properties=species:S:1:pos:R:3:lowdin_spin:R:1 method="wB97M-V/def2-TZVPD" e_homo_ev="-10.312 / -10.332" spin_multiplicity=2 total_charge=+1 s_squared=0.755
Cu 0.316 0.379 1.107 0.667
I -2.380 1.247 1.711 0.050
C -3.888 1.350 0.236 0.002
C -5.059 1.874 0.708 0.002
C -6.198 1.938 -0.106 0.000
C -6.132 1.448 -1.373 0.000
C -4.926 0.924 -1.893 0.000
C -4.927 0.446 -3.219 -0.001
C -3.789 -0.048 -3.782 0.002
C -2.611 -0.066 -3.031 0.005
C -2.546 0.382 -1.727 0.017
P -0.814 0.169 -1.061 0.088
C 0.155 0.920 -2.412 0.007
C 1.433 0.496 -2.765 0.005
C 2.124 1.116 -3.795 0.000
C 1.558 2.184 -4.471 0.005
C 0.301 2.639 -4.103 -0.001
C -0.393 2.017 -3.079 0.005
C -0.794 -1.657 -1.319 0.005
C 0.079 -2.376 -2.128 0.004
C -0.047 -3.757 -2.239 0.000
C -1.051 -4.428 -1.561 0.003
C -1.941 -3.714 -0.768 -0.001
C -1.806 -2.344 -0.643 0.003
C -3.729 0.881 -1.098 0.000
H -5.111 2.234 1.726 0.001
H -7.114 2.356 0.289 0.000
H -7.004 1.451 -2.015 0.000
H -5.854 0.483 -3.776 0.000
H -3.783 -0.417 -4.798 0.000
H -1.716 -0.443 -3.507 0.001
H 1.905 -0.335 -2.257 0.000
H 3.110 0.762 -4.071 0.000
H 2.102 2.670 -5.269 0.000
H -0.140 3.491 -4.604 0.000
H -1.367 2.388 -2.798 0.000
H 0.837 -1.873 -2.712 0.000
H 0.632 -4.306 -2.880 0.000
H -1.152 -5.501 -1.664 0.000
H -2.741 -4.225 -0.247 0.000
H -2.503 -1.788 -0.024 0.000
C 5.712 -0.282 1.379 0.000
N 4.439 -0.570 0.727 0.000
C 4.489 -1.206 -0.580 0.000
C 3.243 -0.192 1.238 0.003
N 2.135 -0.214 0.588 0.031
N 3.280 0.211 2.563 0.000
C 2.244 0.665 3.352 0.005
N 2.639 1.095 4.578 0.002
N 1.019 0.615 2.977 0.054
H 6.497 -0.311 0.629 0.000
H 5.954 -1.020 2.149 0.000
H 5.725 0.722 1.805 0.000
H 5.377 -1.831 -0.631 0.000
H 4.530 -0.471 -1.389 0.000
H 3.627 -1.857 -0.724 0.000
H 2.229 -0.414 -0.396 0.000
H 4.180 0.173 3.007 0.000
H 3.595 1.355 4.747 0.001
H 1.960 1.585 5.135 0.000
H 0.367 1.005 3.644 0.002
C -0.912 -5.783 3.325 0.000
C -0.643 -4.397 2.822 -0.001
C 0.326 -4.134 1.861 0.001
C 0.515 -2.837 1.421 0.000
N -0.179 -1.798 1.881 0.011
C -1.091 -2.042 2.823 0.000
C -1.361 -3.307 3.309 0.000
H -0.290 -6.519 2.821 0.000
H -1.960 -6.045 3.171 0.000
H -0.720 -5.840 4.398 0.000
H 0.920 -4.938 1.445 0.000
H 1.251 -2.612 0.658 0.000
H -1.636 -1.185 3.200 0.000
H -2.125 -3.442 4.064 0.000
F 2.015 3.207 2.517 0.000
C 0.889 3.847 2.104 0.000
F 1.019 5.132 2.450 0.000
F -0.122 3.340 2.838 0.000
C 0.636 3.605 0.571 0.002
O 0.092 2.409 0.322 0.017
C 2.020 3.807 -0.153 0.000
F 2.702 2.645 -0.160 0.000
F 1.866 4.187 -1.426 0.000
F 2.811 4.724 0.438 0.000
C -0.336 4.733 0.090 0.001
F -0.831 4.445 -1.121 0.000
F -1.381 4.829 0.933 0.000
F 0.247 5.941 0.014 0.000